Record 1
C15H12IrN3SeTe | ωB97M-V with the def2-TZVPD basis set

Results
- Electronic energy: -95691.657 eV
- Net charge: +1
- HOMO energy (alpha / beta): -10.759 / -10.975 eV
- E_LUMO (alpha / beta): -4.0 / -4.8 eV
- Kohn-Sham gap (alpha / beta): 6.77 / 6.16 eV
- Multiplicity: 2

XYZ file:
```
33
Properties=species:S:1:pos:R:3:forces:R:3:mulliken_charge:R:1
Ir 0.718243 -0.276972 -0.274130 -0.3 -0.2 0.2 0.46
C -2.507527 -0.885707 2.531345 0.0 0.0 0.0 -0.69
C -1.932026 -1.752990 3.445527 0.0 0.0 0.0 -0.48
C -0.622069 -2.160395 3.262040 0.0 0.0 0.0 -0.54
C 0.081770 -1.690713 2.165680 -0.1 0.0 0.0 0.72
N -0.486742 -0.846335 1.278039 -0.1 -0.1 0.2 -0.36
C -1.753673 -0.452884 1.460083 0.0 0.0 0.0 0.08
C 1.475922 -2.039190 1.856880 0.0 0.0 0.0 0.65
C 2.252631 -2.881094 2.634494 0.0 0.0 0.0 -0.59
C 3.558387 -3.143270 2.262074 0.0 0.0 0.0 -0.48
C 4.054773 -2.550997 1.113884 0.0 0.0 0.0 -0.76
C 3.233532 -1.721517 0.378668 -0.1 0.0 0.0 0.11
N 1.965092 -1.463248 0.732643 0.2 -0.3 0.1 0.00
H -3.526738 -0.545306 2.640862 0.0 0.0 0.0 0.41
H -2.496815 -2.110067 4.295758 0.0 0.0 0.0 0.45
H -0.158661 -2.834631 3.966067 0.0 0.0 0.0 0.33
H -2.152820 0.220692 0.716126 0.0 0.0 0.0 0.27
H 1.842468 -3.328163 3.527296 0.0 0.0 0.0 0.31
H 4.176591 -3.797271 2.861084 0.0 0.0 0.0 0.46
H 5.068344 -2.722441 0.782152 0.0 0.0 0.0 0.39
H 3.582925 -1.236676 -0.518078 0.0 0.0 0.0 0.17
Te 1.899319 0.311356 -2.444446 0.0 0.2 -0.4 -0.06
Se -0.219065 1.447626 -1.800999 0.4 0.5 0.2 0.14
C -1.136834 2.705734 -2.915588 -0.1 -0.3 -0.2 0.69
C -2.431370 3.059981 -2.585524 0.0 0.0 0.0 -0.32
C -3.043492 4.008601 -3.395211 -0.1 0.0 0.0 -0.41
N -2.463817 4.572165 -4.448912 0.0 0.0 0.0 -0.50
C -1.219607 4.202598 -4.733610 0.0 0.0 -0.1 -0.38
C -0.496171 3.270195 -4.000815 -0.1 0.0 0.0 -0.35
H -2.958199 2.633311 -1.743876 0.0 0.0 0.0 0.33
H -4.058655 4.320604 -3.177934 0.0 0.0 0.0 0.35
H -0.762313 4.674601 -5.595605 0.0 0.0 0.0 0.35
H 0.516597 3.012402 -4.275974 0.0 0.0 0.0 0.25
```
Forces are in eV/Å.

Record 2
C15H12N2O2PdS5Sb2Se5 | ωB97M-V with the def2-TZVPD basis set

Results
- Electronic energy: -420290.735 eV
- Net charge: -2
- HOMO energy (alpha / beta): -1.632 / -1.776 eV
- E_LUMO (alpha / beta): 3.5 / 2.1 eV
- Kohn-Sham gap (alpha / beta): 5.14 / 3.93 eV
- Energy relative to the best compared isomer or geometry (same formula, charge and spin): 34.3 kcal/mol
- Multiplicity: 5

XYZ file:
```
44
Properties=species:S:1:pos:R:3:forces:R:3:mulliken_charge:R:1
Pd 1.622862 -2.812373 -0.008066 -0.3 0.3 -0.2 0.37
O 1.454571 1.942813 0.849941 0.0 -0.2 0.1 -0.77
C 1.305349 0.766989 1.220620 -0.2 -0.1 0.4 0.53
O 1.140853 -0.234002 0.433742 0.6 0.6 -1.0 0.25
C 1.160159 0.403557 2.661113 0.1 -0.1 0.3 -0.08
C 0.773725 1.413962 3.539615 0.0 -0.1 0.0 -0.69
C 0.533676 1.148730 4.877499 0.0 0.0 0.0 -0.57
C 0.651287 -0.157890 5.336936 0.0 -0.1 0.0 -0.57
C 1.057343 -1.172186 4.486506 0.0 0.1 -0.2 -0.77
C 1.364493 -0.912801 3.138551 -0.1 0.2 -0.1 1.00
S 2.169453 -2.255855 2.325632 0.0 0.1 -0.3 -0.36
H 0.667481 2.414773 3.140075 0.0 0.0 0.0 0.41
H 0.242817 1.947023 5.551191 0.0 0.0 0.0 0.36
H 0.419227 -0.390931 6.371525 0.0 0.0 0.0 0.34
H 1.142263 -2.195426 4.828308 0.0 0.0 0.1 0.35
S 1.274941 -1.892472 -2.492100 0.0 -0.1 -0.1 -0.47
Sb 2.258287 0.034534 -1.524078 0.3 0.2 0.4 0.51
S 2.187175 -4.785915 -1.439034 0.1 0.3 -0.2 -0.20
S -0.868124 -2.715243 -0.086955 -0.3 0.5 0.2 -0.17
S 4.282912 -0.745906 -0.780380 -0.2 0.3 -0.1 -0.67
C -1.948246 -0.588183 -3.375874 -0.1 0.0 0.0 -0.99
N -1.667039 0.531915 -2.509091 0.0 -0.1 -0.1 0.56
C -1.023432 0.396948 -1.285442 0.0 0.3 0.1 -0.77
Se -1.913032 -0.882657 0.044479 -0.2 0.0 -0.1 0.00
N -0.875237 1.702301 -0.820630 -0.1 0.0 0.1 0.33
C -1.296174 2.608815 -1.774530 0.1 -0.1 0.2 0.02
C -1.244342 3.989369 -1.822059 0.0 0.0 0.0 -0.51
C -1.709931 4.615588 -2.983099 0.0 0.0 0.0 -0.50
C -2.221045 3.877900 -4.043122 0.0 0.0 0.0 -0.50
C -2.293014 2.481873 -3.985370 -0.1 0.0 -0.1 -0.78
C -1.818389 1.863797 -2.843733 0.1 -0.2 0.1 0.72
H -1.338913 -1.430664 -3.053666 0.0 0.0 0.0 0.23
H -1.677872 -0.336580 -4.403160 0.0 0.0 0.0 0.35
H -3.004397 -0.866624 -3.338240 0.0 0.0 0.0 0.28
H -0.249954 1.935448 -0.039063 0.0 -0.1 -0.5 0.12
H -0.834228 4.552028 -0.992740 0.0 0.0 -0.1 0.43
H -1.662432 5.695202 -3.060589 0.0 0.0 0.0 0.36
H -2.550082 4.388795 -4.940034 0.0 0.0 0.0 0.36
H -2.698194 1.908880 -4.810601 0.0 0.0 0.0 0.38
Se 3.297896 -5.345686 1.798543 -0.1 -0.4 0.5 -0.38
Sb 0.590453 -4.919037 1.508962 -0.3 -1.7 1.4 0.85
Se -0.099018 -4.924481 3.851225 0.0 0.2 -0.2 -0.67
Se -0.230399 -6.989983 0.497986 0.0 0.2 -0.2 -0.65
Se 3.626268 -4.066363 -0.050802 0.7 0.0 -0.4 -0.04
```
Forces are in eV/Å.

Record 3
C15H13AuCl2NOS4 | ωB97M-V with the def2-TZVPD basis set

Results
- Electronic energy: -91373.465 eV
- Net charge: +1
- HOMO energy (alpha / beta): -11.420 / -11.434 eV
- E_LUMO (alpha / beta): -2.7 / -6.3 eV
- Kohn-Sham gap (alpha / beta): 8.71 / 5.17 eV
- Energy relative to the best compared isomer or geometry (same formula, charge and spin): 1.5 kcal/mol
- Multiplicity: 3

XYZ file:
```
37
Properties=species:S:1:pos:R:3:forces:R:3:mulliken_charge:R:1
Au 0.822726 -0.692225 -1.891801 -0.4 0.1 0.2 0.47
S 3.345561 -0.673169 -1.664399 0.1 -0.1 -0.1 -0.30
C 2.835437 0.874993 -1.140551 0.6 -0.2 -0.1 0.57
N 1.589617 1.213034 -1.355553 -0.1 0.3 0.1 -0.53
C 1.297059 2.462396 -0.799972 -0.2 -0.3 -0.3 0.10
C 0.059764 3.070675 -0.820158 1.4 2.0 0.3 -0.69
C -0.010087 4.385240 -0.377793 0.3 1.0 1.2 -0.59
C 1.117996 5.077643 0.224060 -1.0 -2.6 0.1 -0.61
C 2.316988 4.350701 0.362045 -0.8 2.2 0.2 -0.62
C 2.380329 3.096931 -0.207968 1.4 -1.0 0.1 1.02
S 3.786335 1.988994 -0.275735 -0.3 0.9 0.1 -0.12
H -0.755170 2.619640 -1.272393 -1.5 -0.9 -0.7 0.60
H -0.995496 4.874015 -0.384387 0.6 -0.1 -0.1 0.36
H 0.989381 5.971581 0.833385 0.0 0.1 -0.7 0.37
H 3.098693 4.917023 0.907884 -0.1 -1.1 -0.5 0.35
Cl -2.036489 -1.042079 -1.868292 0.3 -0.6 0.2 -0.16
C -1.907028 -2.700691 -1.259726 -2.4 2.0 -0.2 0.86
C -3.065890 -3.162644 -0.676292 0.3 -1.2 1.2 -0.92
C -3.065425 -4.485918 -0.219911 1.0 -1.1 0.0 -0.24
C -1.915015 -5.346894 -0.310453 -0.9 1.6 -0.5 -0.77
C -0.812124 -4.833510 -0.974407 -0.7 -0.2 0.0 0.52
Cl 0.552333 -5.826457 -1.220037 0.2 -0.1 0.1 -0.16
C -0.810750 -3.484773 -1.502292 0.7 -1.3 0.7 0.19
S 0.568201 -2.946413 -2.252326 1.2 0.0 -0.7 -0.19
H -3.918612 -2.566227 -0.370737 0.2 0.3 -0.7 0.40
H -3.967036 -4.908431 0.219802 0.2 0.2 0.0 0.39
H -1.931778 -6.351924 0.110618 0.1 0.3 -0.2 0.43
C -1.327819 0.676218 1.955657 -0.7 0.2 0.2 -0.60
S -0.071823 -0.591585 2.039352 1.1 0.4 0.4 0.31
C 1.407896 0.499508 1.958765 -1.0 1.1 -0.5 -0.43
O -0.069126 -1.249440 0.692640 -0.2 -0.3 -0.2 -0.36
H -1.202620 1.037458 0.890558 -0.7 -0.1 1.2 0.01
H -1.137944 1.477953 2.728360 -0.2 -0.8 -0.9 0.38
H -2.314608 0.153033 2.218025 1.3 0.9 -0.8 0.32
H 1.292526 1.476256 2.495120 0.0 -0.9 -0.4 0.36
H 1.608585 0.667855 0.883602 -0.5 -0.1 0.8 -0.15
H 2.245421 -0.028752 2.325311 0.8 -0.7 0.7 0.43
```
Forces are in eV/Å.

Record 4
C15H13ClN6 | ωB97M-V with the def2-TZVPD basis set

Results
- Electronic energy: -37226.025 eV
- HOMO energy: -8.343 eV
- E_LUMO: 0.1 eV
- SMILES string: Clc1ncn2c1Cn1ncnc1-c1cc(NC3CC3)ccc1-2
- Kohn-Sham gap: 8.40 eV
- Energy relative to the best compared isomer or geometry (same formula, charge and spin): 52.5 kcal/mol

XYZ file:
```
35
Properties=species:S:1:pos:R:3:forces:R:3:mulliken_charge:R:1
Cl 2.925913 -3.857003 -4.107518 0.7 1.1 0.4 -0.21
C 2.787641 -2.405623 -3.144587 -0.5 2.4 1.0 0.50
N 3.663419 -1.325387 -2.918949 -0.5 -0.8 1.4 -0.66
C 3.028889 -0.574044 -1.999819 1.1 0.2 -2.5 -0.09
N 1.722278 -0.846673 -1.832836 0.5 -2.8 -0.5 0.14
C 1.643579 -2.120291 -2.462879 -1.6 -0.8 0.2 -0.10
C 0.586795 -3.114306 -2.143133 -0.3 0.0 -0.2 -0.92
N 0.466196 -3.321528 -0.678927 0.0 0.8 -2.2 0.82
N 0.191074 -4.595525 -0.281357 1.0 1.1 -0.3 -1.14
C -0.279294 -4.356539 0.882688 -3.0 1.0 2.5 -0.16
N -0.542377 -3.036728 1.233660 1.7 0.0 -0.9 -0.64
C 0.005599 -2.382430 0.209427 -0.2 -0.5 0.1 0.49
C 0.069555 -0.880040 0.050772 0.7 0.2 -0.5 0.38
C -0.605307 -0.089282 0.992282 -0.5 -2.0 0.3 -0.70
C -0.624330 1.283066 1.002166 1.0 0.7 -1.6 0.43
N -1.247794 2.030654 1.925667 -1.1 0.1 4.7 -0.25
C -2.140952 3.108497 1.718751 0.9 1.7 0.0 -0.01
C -2.446035 4.001970 2.919699 0.3 -0.8 -1.0 -0.77
C -1.588473 4.612783 1.704525 -2.4 -0.6 0.9 -0.60
C 0.084420 1.940936 -0.000205 0.4 -1.5 -0.6 -0.51
C 0.714995 1.196082 -0.977248 0.7 0.3 -0.8 -0.70
C 0.808304 -0.173499 -0.967106 -1.0 -2.0 1.4 -0.13
H 3.455541 0.235602 -1.469593 0.5 0.8 0.0 0.49
H 0.804138 -4.077197 -2.647106 0.2 0.6 0.7 0.45
H -0.386947 -2.846734 -2.542338 -0.3 0.3 0.1 0.29
H -0.791544 -5.029593 1.531610 0.5 -1.1 0.1 0.43
H -1.137109 -0.614364 1.790483 0.1 0.1 -0.3 0.45
H -1.478704 1.655038 2.879949 0.8 -0.3 -1.8 0.31
H -2.971199 2.753536 1.083274 0.2 1.2 0.0 0.39
H -3.487316 4.241682 3.048476 -0.2 0.4 -0.4 0.25
H -2.087369 3.688848 3.937210 0.6 0.6 -1.3 0.29
H -2.162213 5.283085 0.964854 1.1 -0.9 1.6 0.23
H -0.588537 4.960264 2.064154 -0.8 -0.9 -1.0 0.28
H 0.384173 2.946252 0.019570 -0.6 1.5 0.2 0.43
H 1.222993 1.708489 -1.785616 0.2 0.1 0.1 0.51
```
Forces are in eV/Å.

Record 5
C15H13F2NOS | ωB97M-V with the def2-TZVPD basis set

Results
- Electronic energy: -35574.425 eV
- HOMO energy: -8.723 eV
- E_LUMO: 0.5 eV
- SMILES string: O=C(Cc1ccccc1)Nc1ccc(SC(F)F)cc1
- Kohn-Sham gap: 9.26 eV
- Energy relative to the best compared isomer or geometry (same formula, charge and spin): 4.3 kcal/mol

XYZ file:
```
33
Properties=species:S:1:pos:R:3:forces:R:3:mulliken_charge:R:1
O 3.990704 -0.699104 -1.916769 0.2 -0.2 -0.2 -0.65
C 2.927108 -0.253535 -1.551489 -0.2 0.0 -0.1 0.33
C 1.662208 -0.333405 -2.393291 0.1 -0.1 -0.1 -0.83
C 0.493751 -0.891698 -1.628190 -0.2 -0.2 -0.1 0.29
C -0.756018 -0.288681 -1.680266 0.0 -0.1 -0.1 -0.45
C -1.818073 -0.804084 -0.958435 -0.1 0.0 0.0 -0.63
C -1.643319 -1.931970 -0.174736 -0.1 0.0 0.0 -0.43
C -0.404742 -2.550013 -0.129415 0.0 -0.1 0.0 -0.73
C 0.654132 -2.036325 -0.855090 0.0 0.0 -0.1 -0.05
N 2.808654 0.322973 -0.319510 0.5 0.0 0.5 -0.14
C 1.652745 0.852022 0.277063 -0.4 0.4 0.2 0.06
C 1.179976 0.309683 1.468858 0.1 0.1 -0.2 -0.44
C 0.009302 0.775849 2.031795 0.1 0.1 -0.1 -0.64
C -0.698553 1.788601 1.399380 -0.3 0.1 0.2 0.14
S -2.253216 2.357582 2.051120 -0.2 -0.3 0.0 -0.17
C -3.008271 0.722308 2.380363 0.7 0.0 -0.7 1.08
F -4.329080 0.776317 2.165004 -0.6 0.2 -0.1 -0.27
F -2.838964 0.338503 3.660941 0.1 -0.1 0.5 -0.24
C -0.195545 2.387701 0.253877 0.0 -0.1 0.1 -0.73
C 0.981039 1.925706 -0.300298 0.2 0.0 0.2 -0.19
H 1.422538 0.653688 -2.790717 0.0 0.0 0.0 0.39
H 1.899337 -0.983561 -3.240049 0.1 0.1 0.1 0.37
H -0.902048 0.591800 -2.289060 0.0 0.1 0.0 0.38
H -2.784856 -0.324138 -1.012511 -0.1 0.0 0.0 0.43
H -2.471676 -2.338561 0.387585 -0.1 0.0 0.0 0.51
H -0.265656 -3.437078 0.470530 0.0 -0.1 0.1 0.42
H 1.618202 -2.523716 -0.823078 0.1 -0.1 0.0 0.46
H 3.610033 0.178477 0.282598 0.0 0.0 -0.2 0.27
H 1.724257 -0.492175 1.944284 0.1 -0.1 0.0 0.44
H -0.350486 0.347457 2.954592 0.0 0.0 0.1 0.51
H -2.558725 -0.036148 1.722189 -0.1 0.2 0.2 -0.47
H -0.733207 3.206067 -0.197982 -0.1 0.1 -0.1 0.45
H 1.378449 2.389457 -1.189296 0.1 0.0 -0.1 0.53
```
Forces are in eV/Å.

Record 6
C15H13FN2O7S | ωB97M-V with the def2-TZVPD basis set

Results
- Electronic energy: -46628.777 eV
- HOMO energy: -9.227 eV
- E_LUMO: -1.7 eV
- SMILES string: O=C(F)NC(=O)C1=C(CCCS)C(=O)OC1=O.O=[N+]([O-])c1ccccc1
- Kohn-Sham gap: 7.55 eV
- Energy relative to the best compared isomer or geometry (same formula, charge and spin): 0.0 kcal/mol

XYZ file:
```
39
Properties=species:S:1:pos:R:3:forces:R:3:mulliken_charge:R:1
O 7.278520 -2.099067 0.452958 -2.2 -0.4 0.0 -0.51
C 6.074705 -2.205321 0.510417 2.6 0.7 0.1 0.60
F 5.484822 -3.188462 1.169417 -0.2 0.1 0.1 -0.18
N 5.188699 -1.238340 0.026905 -0.2 -1.5 -0.4 -0.19
C 3.899523 -1.699511 -0.411609 0.1 -0.1 -0.2 0.08
O 3.647790 -2.825604 -0.732365 0.1 0.2 0.3 -0.48
C 2.880147 -0.632776 -0.423777 0.2 0.3 -0.3 0.97
C 1.762906 -0.589540 0.278971 -0.5 0.0 0.2 0.25
C 1.166860 -1.534261 1.253288 0.3 0.1 -0.1 -1.15
C 0.604418 -2.804958 0.607516 -0.6 0.3 0.3 -0.79
C -0.170314 -2.569361 -0.678701 0.4 -1.1 -0.4 -0.39
S -0.151489 -4.059096 -1.761834 -0.2 0.1 -0.2 -0.25
C 1.094759 0.706862 -0.059341 -0.8 0.1 0.5 0.43
O 0.160314 1.222378 0.488938 0.8 -0.4 -0.8 -0.55
O 1.777981 1.266262 -1.118484 0.0 0.8 0.2 -0.33
C 2.976119 0.609054 -1.237501 0.9 -0.2 -0.2 0.26
O 3.914751 1.016363 -1.858741 -0.8 -0.2 0.2 -0.54
H 5.655193 -0.766152 -0.739005 0.0 0.8 0.2 0.28
H 0.420252 -0.992890 1.812467 -0.4 0.1 0.1 0.43
H 1.942028 -1.816283 1.954202 0.2 -0.2 0.3 0.39
H -0.086659 -3.232594 1.320953 -0.1 -0.3 0.3 0.41
H 1.393626 -3.527129 0.491301 0.4 -0.1 -0.3 0.50
H -1.212656 -2.377463 -0.490745 -0.3 0.3 0.2 0.38
H 0.244421 -1.777230 -1.283582 0.1 0.3 -0.1 0.25
H 0.603830 -4.875367 -1.019006 0.1 0.2 0.1 0.13
O -5.888029 0.471995 -0.513760 -0.3 0.0 0.0 -0.61
N -4.701009 0.699809 -0.447618 0.0 0.1 0.0 1.01
O -3.830173 -0.122652 -0.638618 0.2 -0.2 0.0 -0.61
C -4.285069 2.068036 -0.108052 0.1 0.2 0.1 0.10
C -5.252050 3.021396 0.151539 -0.2 0.1 0.0 -0.46
C -4.849954 4.302963 0.489183 0.1 0.0 0.0 -0.39
C -3.497760 4.613232 0.560810 0.0 0.0 0.0 -0.43
C -2.542379 3.642952 0.289946 -0.1 0.1 0.0 -0.38
C -2.936368 2.359596 -0.047882 0.2 -0.1 0.0 -0.34
H -6.300869 2.773417 0.094693 0.0 -0.1 0.0 0.44
H -5.592334 5.059793 0.699277 0.0 0.0 0.0 0.37
H -3.188216 5.614255 0.829676 0.0 0.0 0.0 0.38
H -1.489877 3.882347 0.343833 0.0 0.0 0.0 0.41
H -2.196456 1.603348 -0.255667 -0.1 -0.1 0.0 0.50
```
Forces are in eV/Å.

- Which value of electronic energy does entry 4 give?
  -37226.025 eV